No. 1
Molecular formula: C20H25N3O6S
Method: DFT, ωB97M-V/def2-TZVPD

Each line ends with the natural charge from an NBO analysis.
Cartesian coordinates (Å):
C  -6.56255  -0.29268  -1.09624  -0.635
C  -6.07447  0.03480  0.30806  -0.076
O  -4.84227  -0.62643  0.60329  -0.503
C  -3.72444  -0.03044  0.17851  0.811
O  -3.71019  1.00155  -0.45130  -0.627
C  -2.51783  -0.77663  0.54224  -0.228
C  -2.32401  -2.14148  0.57234  0.221
C  -3.23613  -3.26761  0.25177  -0.654
N  -1.02764  -2.35334  0.92717  -0.490
C  -0.37684  -1.17565  1.14662  0.242
C  1.03742  -1.15056  1.58921  -0.673
C  -1.27514  -0.16791  0.89167  -0.433
S  -1.06533  1.56781  1.18231  2.328
O  0.22725  1.75102  1.79705  -0.972
O  -2.18810  2.06858  1.91379  -0.925
N  -0.93893  2.36265  -0.31253  -0.677
C  -1.89671  3.43245  -0.50903  -0.417
C  -0.76627  1.49197  -1.45295  -0.327
C  0.50842  0.65905  -1.37292  0.687
O  0.60833  -0.41204  -1.93499  -0.617
N  1.49394  1.27825  -0.67713  -0.630
C  2.78878  0.83211  -0.43240  0.172
C  3.40341  -0.15511  -1.20197  -0.212
C  4.70334  -0.53427  -0.93379  -0.179
C  5.42158  0.05645  0.10564  -0.199
C  6.81877  -0.30060  0.44423  0.576
C  7.50360  -1.31843  -0.43794  -0.717
O  7.39153  0.20326  1.38638  -0.545
C  4.79271  1.04158  0.87386  -0.129
C  3.49964  1.42962  0.61045  -0.254
H  -5.84950  0.07172  -1.83157  0.223
H  -6.67778  -1.36745  -1.21733  0.207
H  -7.52140  0.18747  -1.26876  0.219
H  -5.92906  1.11400  0.41764  0.203
H  -6.77519  -0.32537  1.06387  0.192
H  -2.89477  -3.79450  -0.63970  0.225
H  -3.26729  -3.97791  1.07710  0.224
H  -4.23820  -2.89015  0.08007  0.249
H  -0.59599  -3.26129  1.00369  0.420
H  1.19639  -1.87430  2.38737  0.223
H  1.28327  -0.15681  1.95050  0.274
H  1.70062  -1.40200  0.76102  0.239
H  -1.49258  4.13278  -1.24100  0.200
H  -2.02286  3.93470  0.44565  0.231
H  -2.86512  3.05612  -0.84295  0.218
H  -0.67436  2.12295  -2.34512  0.236
H  -1.62187  0.82346  -1.61079  0.237
H  1.18452  2.04748  -0.08976  0.444
H  2.85460  -0.62044  -2.00398  0.243
H  5.15336  -1.29899  -1.54713  0.214
H  8.52478  -1.45908  -0.09298  0.238
H  7.51542  -0.97422  -1.46950  0.229
H  6.97637  -2.26873  -0.39170  0.228
H  5.35208  1.49153  1.68027  0.239
H  3.01265  2.18104  1.21369  0.227

Properties
Relative energy (zero: lowest compared OMol25 entry of this formula, charge and spin) in kJ/mol: 185.8
SMILES string: CCOC(=O)c1c(C)[nH]c(C)c1S(=O)(=O)N(C)CC(=O)Nc1ccc(C(C)=O)cc1
Net charge: 0
HOMO-LUMO gap in hartree: 0.32964

=====

No. 2
Molecular formula: C20H25N5
Method: DFT, ωB97M-V/def2-TZVPD

Each line ends with the natural charge from an NBO analysis.
Cartesian coordinates (Å):
C  -0.33458  -3.42820  -2.84378  -0.331
C  0.00542  -2.35220  -1.76378  -0.223
C  1.53042  -2.10720  -1.99278  -0.121
N  1.92942  -3.09720  -2.98078  -0.493
C  0.97542  -3.74920  -3.57178  -0.057
H  -1.24158  -3.83920  -3.09678  0.202
H  -0.67758  -1.94820  -1.26378  0.178
H  2.12442  -1.38520  -1.51478  0.223
H  2.92442  -3.15120  -3.48578  0.417
H  1.37342  -4.15820  -4.44478  0.205
C  2.79142  1.58680  2.47522  -0.327
C  1.91342  0.38280  2.34522  -0.326
C  1.35942  0.40580  0.86822  -0.129
N  1.85142  1.59580  0.37722  -0.521
C  2.73942  2.27680  1.12422  -0.095
H  3.41942  1.99180  3.23822  0.224
H  1.50042  -0.23120  3.24722  0.239
H  0.56042  -0.32220  0.49522  0.260
H  1.54842  1.92780  -0.68578  0.457
H  3.05942  3.19180  0.89122  0.200
C  -0.07758  0.82480  -3.10678  -0.309
C  1.14042  1.61580  -3.51678  -0.301
C  1.07242  2.94380  -2.71878  -0.151
N  -0.10158  2.89580  -1.95178  -0.530
C  -0.82158  1.70780  -2.17578  -0.093
H  -0.40458  -0.26420  -3.33478  0.269
H  1.90642  1.36180  -4.33478  0.241
H  1.68042  3.88980  -2.94278  0.240
H  -0.36758  3.49180  -1.20778  0.428
H  -1.77658  1.53480  -1.73378  0.222
C  -3.02458  2.53580  2.01622  -0.303
C  -2.82358  3.68980  3.02722  -0.331
C  -1.29358  3.56580  3.23222  -0.062
N  -0.69958  2.74380  2.28222  -0.499
C  -1.63858  2.06480  1.49722  -0.137
H  -4.01958  2.11980  1.69322  0.222
H  -3.65558  4.18080  3.62922  0.243
H  -0.71058  4.19480  3.86422  0.205
H  0.21042  2.56780  2.30022  0.418
H  -1.29458  1.33880  0.63122  0.236
C  -1.04458  -2.04020  1.87222  -0.308
C  -0.05058  -3.04620  1.84722  -0.297
C  -0.75358  -4.37220  1.35322  -0.055
N  -2.05758  -4.08620  1.16922  -0.511
C  -2.28658  -2.68920  1.38622  -0.129
H  -1.02058  -1.00220  2.25622  0.242
H  0.86942  -2.96720  2.27922  0.212
H  -0.34358  -5.47920  1.17822  0.226
H  -2.76658  -4.66720  0.65822  0.427
H  -3.19858  -2.24420  1.43322  0.199

Properties
Relative energy (zero: lowest compared OMol25 entry of this formula, charge and spin) in kJ/mol: 1182.6
SMILES string: c1cc[nH]c1.c1cc[nH]c1.c1cc[nH]c1.c1cc[nH]c1.c1cc[nH]c1
Net charge: 0
HOMO-LUMO gap in hartree: 0.30416

=====

No. 3
Molecular formula: C20H25N5O3S
Method: DFT, ωB97M-V/def2-TZVPD

Each line ends with the natural charge from an NBO analysis.
Cartesian coordinates (Å):
C  2.20288  -0.74862  -5.12602  -0.416
N  1.76925  -1.02158  -3.76524  -0.452
C  2.02676  -0.04177  -2.79929  0.659
O  2.59859  0.99736  -3.07783  -0.638
C  1.54352  -0.44482  -1.51805  -0.103
C  0.94149  -1.67545  -1.30499  0.372
N  0.62159  -1.83967  -0.00411  -0.549
C  1.02419  -0.71877  0.58081  0.244
S  0.90438  -0.41637  2.28124  0.284
C  0.01092  -1.91674  2.78309  -0.512
C  -1.45475  -1.81409  2.38223  -0.236
N  -2.05057  -0.62030  2.94645  -0.454
C  -3.08128  -0.02077  2.11971  -0.246
C  -3.48924  1.31359  2.74475  -0.072
O  -3.96792  1.14360  4.05757  -0.521
C  -2.98439  0.53854  4.86210  -0.072
C  -2.55535  -0.81402  4.29357  -0.250
N  1.59167  0.15746  -0.27493  -0.319
C  2.04148  1.50109  0.01091  -0.257
C  0.90200  2.47803  -0.15707  0.038
C  0.07288  2.79063  0.91229  -0.245
C  -0.99036  3.65908  0.73552  -0.202
C  -1.23695  4.21383  -0.50883  -0.213
C  -0.41495  3.90085  -1.57820  -0.207
C  0.65130  3.03612  -1.40415  -0.227
N  0.73686  -2.56520  -2.31025  -0.410
C  0.10461  -3.83777  -2.04368  -0.413
C  1.15401  -2.25083  -3.58811  0.794
O  0.99453  -3.01373  -4.51613  -0.632
H  2.90462  -1.51601  -5.45121  0.214
H  2.67957  0.22869  -5.12864  0.242
H  1.34362  -0.75637  -5.79596  0.213
H  0.49269  -2.76334  2.29874  0.251
H  0.13573  -1.97314  3.86283  0.225
H  -1.50172  -1.75629  1.29265  0.225
H  -1.97549  -2.73427  2.69667  0.182
H  -2.67827  0.15937  1.12062  0.211
H  -3.97052  -0.67080  2.03757  0.168
H  -4.29896  1.77531  2.17756  0.195
H  -2.61454  1.98007  2.75069  0.164
H  -3.42686  0.41944  5.85251  0.194
H  -2.10199  1.19288  4.92883  0.164
H  -1.76697  -1.23434  4.92006  0.199
H  -3.41998  -1.50270  4.30204  0.169
H  2.84267  1.73353  -0.69416  0.251
H  2.42072  1.51754  1.03632  0.221
H  0.26414  2.35542  1.88221  0.220
H  -1.62747  3.90837  1.57138  0.212
H  -2.06713  4.89145  -0.64340  0.213
H  -0.60209  4.33325  -2.54992  0.215
H  1.29655  2.79125  -2.23462  0.239
H  0.66990  -4.37537  -1.28280  0.210
H  0.08907  -4.40095  -2.97454  0.251
H  -0.91177  -3.67803  -1.68319  0.206

Properties
Relative energy (zero: lowest compared OMol25 entry of this formula, charge and spin) in kJ/mol: 33.6
SMILES string: Cn1c(=O)c2c(nc(SCCN3CCOCC3)n2Cc2ccccc2)n(C)c1=O
Net charge: 0
HOMO-LUMO gap in hartree: 0.31126

=====

No. 4
Molecular formula: C20H25NO3
Method: DFT, ωB97M-V/def2-TZVPD

Each line ends with the natural charge from an NBO analysis.
Cartesian coordinates (Å):
C  1.02917  -1.34544  -3.15810  -0.612
C  1.24567  0.09737  -2.67608  -0.152
C  2.33187  0.05931  -1.58798  -0.381
C  1.83371  -0.33419  -0.19129  -0.403
C  0.47914  0.29874  0.20872  -0.207
C  -0.60148  0.19689  -0.90223  -0.215
C  -1.91105  0.88504  -0.50276  -0.394
C  -2.50551  0.34896  0.84781  -0.429
C  -1.40604  0.35955  1.91879  0.293
O  -1.41627  1.47835  2.82918  -0.488
C  -1.88941  0.26917  3.41282  -0.020
C  -0.97154  -0.28022  4.42615  0.402
O  -1.49300  -0.62052  5.62969  -0.649
C  0.38639  -0.40139  4.12174  -0.274
C  1.20861  -0.96480  5.13968  0.263
N  1.90666  -1.46704  5.92351  -0.340
C  0.96070  0.00781  2.77073  -0.405
C  -0.03454  -0.30252  1.57749  -0.024
C  -0.29173  -1.85215  1.47685  -0.634
C  -0.00670  0.86813  -2.14674  -0.193
C  -0.86411  1.12318  -3.40225  -0.395
C  0.13123  1.45959  -4.53267  -0.525
C  1.44615  0.92580  -3.93908  0.624
O  2.54345  1.14644  -4.44429  -0.541
H  0.21811  -1.41359  -3.90258  0.210
H  0.74374  -1.94638  -2.29650  0.211
H  1.94659  -1.79509  -3.58079  0.231
H  2.74785  1.06709  -1.53669  0.212
H  3.12660  -0.62983  -1.90313  0.220
H  2.56893  0.01292  0.55648  0.218
H  1.74083  -1.41350  -0.13969  0.197
H  0.77260  1.35864  0.35163  0.211
H  -0.88561  -0.85755  -1.14670  0.205
H  -2.69610  0.76407  -1.24779  0.215
H  -1.70464  1.98275  -0.44621  0.200
H  -2.92124  -0.61876  0.71459  0.213
H  -3.36663  0.96915  1.10441  0.230
H  -2.96209  0.26527  3.64150  0.209
H  -0.83007  -0.98841  6.22124  0.503
H  1.19193  1.07461  2.81289  0.235
H  1.86471  -0.54217  2.51532  0.227
H  0.65973  -2.36358  1.35814  0.217
H  -0.76469  -2.25412  2.39161  0.227
H  -0.95320  -2.14158  0.66134  0.214
H  0.30687  1.85398  -1.83991  0.200
H  -1.41199  0.19211  -3.65848  0.199
H  -1.58380  1.96287  -3.28030  0.217
H  -0.14193  0.97776  -5.48535  0.242
H  0.22214  2.52729  -4.66475  0.238

Properties
Relative energy (zero: lowest compared OMol25 entry of this formula, charge and spin) in kJ/mol: 338.9
SMILES string: C[C@]12CC[C@H]3[C@@H](CC[C@@]45O[C@@H]4C(O)=C(C#N)C[C@]35C)[C@@H]1CCC2=O
Net charge: 0
HOMO-LUMO gap in hartree: 0.34447